# C12H21N5OS

A cluster of 6 separate species, C12H21N5OS in total (the ωB97M-V functional and the def2-TZVPD basis, the Open Molecules 2025 dataset).

Calculated values
Orbital gap, Ha: 0.3546
Relative energy (zero: lowest compared OMol25 entry of this formula, charge and spin), kJ/mol: 374.6
HOMO, eV: -9.59

Structure (ORCA input):
```
! wB97M-V def2-TZVPD RIJCOSX def2/J DEFGRID3
* xyz 0 1
S 0.463 2.249 -1.735
O 0.549 0.805 -1.359
N 2.463 -1.972 -3.357
N -0.206 -0.195 -5.823
N -2.141 -4.530 1.870
N -0.697 0.542 2.918
N -2.756 -0.685 -0.551
C -1.277 -0.920 -3.565
C -0.934 3.104 3.357
C -0.783 1.672 3.094
C -0.877 -3.017 3.557
C 2.794 -1.894 -2.264
C -0.422 -1.512 0.251
C -0.686 -0.523 -4.832
C 3.202 -1.771 -0.878
C -0.830 2.890 -0.644
C -1.572 -3.860 2.602
C -1.733 -1.059 -0.196
C 1.807 3.081 -0.857
H -1.577 3.565 2.615
H 2.378 -1.936 -0.188
H 0.035 -2.154 -0.498
H -0.750 -3.560 4.493
H -0.983 3.938 -0.900
H 4.006 -2.460 -0.613
H -0.597 -1.986 1.215
H -1.902 -1.805 -3.640
H 1.514 4.121 -0.708
H 0.267 -0.693 0.435
H -0.455 -1.162 -2.887
H -1.364 -2.054 3.700
H -1.374 3.204 4.350
H 0.132 -2.766 3.219
H 2.714 3.086 -1.458
H 3.614 -0.786 -0.652
H -1.724 2.290 -0.801
H 1.962 2.527 0.066
H 0.048 3.572 3.396
H -1.810 -0.089 -3.113
H -0.497 2.746 0.383
*
```

***

# C12H21NO

The molecule C12H21NO (the ωB97M-V functional and the def2-TZVPD basis, the Open Molecules 2025 dataset).

Calculated values
Orbital gap, Ha: 0.3560
Relative energy (zero: lowest compared OMol25 entry of this formula, charge and spin), kJ/mol: 301.7
HOMO, eV: -9.18
SMILES string: CC(C)(C)C1(C(C)(C)C)CC=NC1=O

Structure (ORCA input):
```
! wB97M-V def2-TZVPD RIJCOSX def2/J DEFGRID3
* xyz 0 1
O -2.062 0.383 -1.759
N -2.744 0.903 0.356
C -0.126 -1.446 -0.034
C 0.113 2.566 -0.407
C -2.220 0.872 1.511
C 2.047 1.319 0.394
C 1.133 -1.887 0.782
C -1.791 0.512 -0.617
C 1.159 0.853 -1.899
C -0.767 0.413 1.590
C -0.319 0.091 0.196
C -1.450 -2.051 0.670
C 0.714 1.167 -0.369
C -0.021 -2.026 -1.496
H -2.801 1.122 2.475
H 2.233 0.529 -1.872
H -0.837 2.788 -0.763
H -0.474 -0.363 2.330
H -0.289 1.326 2.052
H 1.015 1.753 -2.422
H 1.087 -1.386 1.795
H -1.659 -3.107 0.301
H 1.928 2.250 1.037
H -0.386 -3.068 -1.422
H 2.291 0.524 0.992
H 2.883 1.618 -0.301
H -1.333 -2.252 1.814
H 1.005 -1.864 -1.783
H 0.555 0.139 -2.334
H 0.785 3.105 -0.943
H 0.058 2.994 0.586
H 2.144 -1.663 0.272
H -2.367 -1.508 0.534
H 1.185 -3.001 0.982
H -0.688 -1.603 -2.248
*
```

***

# C12H22BF2N3O4

A cluster of 2 separate species, C12H22BF2N3O4 in total (the ωB97M-V functional and the def2-TZVPD basis, the Open Molecules 2025 dataset).

Calculated values
Orbital gap, Ha: 0.2518
HOMO, eV: -8.69

Structure (ORCA input):
```
! wB97M-V def2-TZVPD RIJCOSX def2/J DEFGRID3
* xyz 0 1
F 3.823 4.680 -3.234
F 5.015 3.394 -4.688
O 5.119 2.895 -2.378
O 2.523 0.616 -2.469
O 3.139 2.447 -3.603
O 4.950 1.163 -0.957
N -0.921 0.935 2.635
N -2.911 1.603 1.609
N -1.525 0.731 0.247
C -1.677 1.080 1.518
C -3.748 0.862 0.649
C 1.086 0.619 0.282
C 1.884 -0.664 0.532
C 1.619 -1.358 1.889
C -2.832 -2.696 -0.100
C 4.551 1.818 -1.887
C -1.472 -3.393 -0.142
C -2.790 -1.428 0.792
C -0.264 0.296 -0.383
C -2.726 -0.098 -0.011
C 3.281 1.535 -2.679
B 4.290 3.406 -3.514
H -1.392 -4.034 -1.010
H 1.043 1.255 1.154
H -0.675 -2.658 -0.224
H 2.934 -0.409 0.497
H -1.940 -1.568 1.459
H -2.942 -0.320 -1.044
H -3.668 -1.470 1.421
H 1.668 1.153 -0.452
H -3.528 -3.407 0.324
H -0.318 -0.771 -0.560
H -3.278 1.656 2.552
H -0.251 0.737 -1.372
H -1.161 0.222 3.302
H -4.069 1.550 -0.136
H 1.128 -0.717 2.605
H 2.566 -1.629 2.338
H -1.288 -3.939 0.772
H 1.715 -1.377 -0.261
H 1.082 -2.288 1.741
H -0.178 1.573 2.859
H -3.194 -2.433 -1.089
H -4.664 0.430 1.015
*
```

***

# C12H22CaF6N3O24S6

A structure of composition C12H22CaF6N3O24S6 (the ωB97M-V functional and the def2-TZVPD basis, the Open Molecules 2025 dataset).

Calculated values
Orbital gap, Ha: 0.3372
Relative energy (zero: lowest compared OMol25 entry of this formula, charge and spin), kJ/mol: 0.0
HOMO, eV: -7.30

Structure (ORCA input):
```
! wB97M-V def2-TZVPD RIJCOSX def2/J DEFGRID3
* xyz -1 1
Ca -0.421 0.319 -0.114
S -0.670 3.809 -0.456
S 0.983 -3.147 0.251
S 0.115 -0.900 -3.590
S 2.369 -0.765 -4.662
S 3.450 -3.107 0.682
S -2.692 2.703 -1.393
F 4.792 -2.866 -0.181
F 3.799 -1.315 -4.130
F -3.512 1.543 -0.649
F 0.165 -3.638 -1.016
F 0.762 3.356 0.125
F -0.859 -2.165 -3.457
O -3.756 -2.736 -0.746
O -0.496 -0.203 -4.675
O -2.522 2.268 -2.733
O -2.804 1.005 3.337
O -2.759 -1.186 3.509
O 1.932 0.696 -0.491
O 3.118 2.192 -1.680
O 0.069 -0.284 -2.290
O 3.702 -4.367 1.303
O -1.202 4.668 0.561
O -4.042 -1.509 -2.463
O 2.430 -1.099 -6.052
O -3.494 3.852 -1.131
O 3.814 0.098 -1.515
O 0.433 -1.824 0.436
O 1.366 -0.145 3.858
O 3.382 -1.919 1.490
O -2.147 -0.283 1.586
O -0.247 4.373 -1.697
O 1.824 1.885 3.469
O 0.761 -4.141 1.247
O 0.549 0.763 1.946
O 2.409 0.608 -4.231
O -2.316 -1.010 -1.097
N 1.457 -1.765 -3.847
N 2.428 -3.116 -0.529
N -1.283 2.363 -0.460
C -2.614 2.215 2.594
C 0.795 -1.402 3.554
C -2.556 -0.146 2.710
C 4.876 0.750 -2.211
C -3.105 -3.095 0.470
C -3.282 -1.019 4.828
C -3.600 -0.628 -3.493
C 1.202 0.830 2.974
C 2.020 3.040 2.668
C 4.441 2.235 -2.176
C 2.880 0.983 -1.164
C -3.266 -1.693 -1.404
H 0.978 -2.085 4.384
H -3.048 0.209 -3.086
H 5.101 2.857 -1.573
H 4.955 0.343 -3.211
H 5.802 0.642 -1.649
H -3.419 -4.091 0.774
H -3.611 -2.016 5.110
H -3.261 2.973 3.024
H -4.497 -0.271 -3.996
H -2.793 2.073 1.536
H 1.187 3.738 2.755
H 1.264 -1.921 2.723
H -2.997 -1.143 -4.238
H -4.090 -0.299 4.884
H 2.899 3.534 3.081
H -0.272 -1.360 3.351
H -3.411 -2.387 1.233
H 2.198 2.805 1.629
H -1.585 2.565 2.709
H -2.021 -3.147 0.374
H 4.424 2.637 -3.189
H -2.478 -0.736 5.509
*
```

***

# C12H22CoN4O

A structure of composition C12H22CoN4O (the ωB97M-V functional and the def2-TZVPD basis, the Open Molecules 2025 dataset).

Calculated values
Orbital gap (spin up / spin down), Ha: 0.2713 / 0.2714
Relative energy (zero: lowest compared OMol25 entry of this formula, charge and spin), kJ/mol: 0.0
HOMO (spin up / spin down), eV: -20.19 / -20.19

Structure (ORCA input):
```
! wB97M-V def2-TZVPD RIJCOSX def2/J DEFGRID3
* xyz 3 1
Co 0.000 -0.439 0.676
O -0.156 -1.995 1.847
N 1.696 -0.933 -0.277
N 0.491 1.301 0.213
N -1.731 0.465 1.069
N -0.898 -1.380 -0.700
C -2.352 -1.027 -0.748
C -1.488 1.899 1.403
C 0.330 -3.388 1.806
C 1.695 1.517 -0.363
C -2.494 0.374 -0.218
C -0.306 2.331 0.591
C 2.545 0.291 -0.469
C 2.098 2.795 -0.677
C -0.104 -1.159 -1.939
C 0.050 3.628 0.309
C 1.255 3.855 -0.357
C 1.303 -1.583 -1.577
H -0.171 -0.106 -2.214
H -2.061 1.096 -0.912
H 2.006 -1.326 -2.368
H 3.059 2.975 -1.142
H 2.264 -1.602 0.239
H 1.352 -2.665 -1.439
H -0.583 4.454 0.606
H 3.290 0.320 0.329
H -0.823 -2.366 -0.451
H -2.298 0.044 1.805
H -0.673 -1.875 2.657
H -2.375 2.502 1.198
H -0.502 -1.756 -2.761
H -2.890 -1.747 -0.131
H -0.519 -4.067 1.798
H 0.958 -3.562 2.676
H -1.260 1.990 2.467
H 0.919 -3.504 0.900
H -3.541 0.641 -0.066
H 1.549 4.869 -0.599
H -2.725 -1.107 -1.770
H 3.087 0.241 -1.413
*
```

***

# C12H22F12MgN4O10S4

A structure of composition C12H22F12MgN4O10S4 (the ωB97M-V functional and the def2-TZVPD basis, the Open Molecules 2025 dataset).

Calculated values
Orbital gap, Ha: 0.3716
HOMO, eV: -10.26

Structure (ORCA input):
```
! wB97M-V def2-TZVPD RIJCOSX def2/J DEFGRID3
* xyz 0 1
S 13.729 6.353 -11.705
S 8.868 4.084 -10.260
S 11.598 7.592 -11.183
S 8.621 2.889 -12.535
Mg 11.318 4.551 -12.375
F 7.930 1.864 -9.337
F 9.325 9.096 -11.380
F 7.790 4.334 -14.586
F 10.004 1.696 -10.073
F 14.978 8.365 -12.720
F 13.240 7.776 -13.968
F 9.704 7.687 -13.021
F 15.081 6.681 -14.065
F 7.099 5.156 -12.721
F 8.894 6.987 -11.176
F 9.693 2.477 -8.216
F 6.091 3.378 -13.513
O 7.905 1.876 -11.768
O 14.303 7.008 -10.559
O 14.236 4.980 -11.812
O 9.483 6.724 -16.128
O 9.283 2.314 -13.699
O 9.510 4.992 -9.304
O 12.176 3.596 -10.350
O 12.231 8.898 -11.530
O 7.460 4.409 -10.284
O 11.590 7.463 -9.704
N 10.450 5.149 -14.148
N 9.672 3.983 -11.653
N 12.409 3.104 -13.023
N 11.973 6.298 -11.935
C 12.842 2.433 -10.707
C 13.355 0.921 -12.717
C 10.953 4.194 -16.269
C 14.314 7.376 -13.274
C 12.435 4.077 -9.042
C 11.232 5.390 -15.309
C 10.843 6.799 -15.816
C 7.286 4.007 -13.357
C 9.099 2.418 -9.433
C 12.407 2.000 -12.181
C 9.714 7.857 -11.693
C 8.966 7.927 -16.672
H 12.983 0.592 -13.687
H 9.647 8.720 -16.983
H 9.967 6.034 -14.082
H 11.834 4.192 -16.912
H 12.250 5.365 -14.922
H 9.759 4.504 -14.502
H 13.915 2.619 -10.661
H 13.347 3.061 -13.397
H 11.951 2.612 -13.776
H 11.392 1.601 -12.198
H 12.190 3.320 -8.297
H 10.999 7.572 -15.063
H 13.505 4.286 -9.022
H 13.407 0.065 -12.044
H 8.200 8.287 -15.985
H 8.390 7.664 -17.559
H 12.047 5.071 -8.821
H 14.381 1.262 -12.852
H 9.999 4.282 -16.787
H 12.480 1.632 -10.062
H 11.042 3.303 -15.647
H 11.483 7.117 -16.639
*
```

***

no.,F_max (Eh/bohr)
1,0.0184
2,0.0780
3,0.0592
4,0.0935
5,0.0070
6,0.1840